No. 1
56
Properties=species:S:1:pos:R:3 method="wB97M-V/def2-TZVPD" total_charge=0 e_homo_ha=-0.326 e_above_lowest_ev=3.865 gap_ev=9.09 smiles="NC(N)=O.CCO.CCO.CO.CO.CO.CO.CO"
N -2.301 -0.912 3.684
C -1.349 -0.147 3.261
N -0.247 -0.757 2.893
O -1.436 1.300 3.035
H -3.133 -0.352 3.923
H -2.148 -1.831 4.080
H 0.328 -0.196 2.265
H -0.076 -1.817 2.813
C 1.909 1.442 -0.686
C 1.325 0.034 -0.765
O 1.222 -0.434 0.534
H 2.876 1.558 -0.068
H 1.286 2.103 -0.109
H 2.215 1.857 -1.656
H 1.953 -0.698 -1.322
H 0.292 0.095 -1.096
H 2.058 -0.185 0.898
C -1.210 -1.828 -3.212
C -2.033 -0.910 -4.158
O -3.080 -0.325 -3.431
H -0.269 -2.056 -3.660
H -1.733 -2.660 -3.016
H -1.050 -1.261 -2.323
H -2.538 -1.445 -4.961
H -1.475 -0.200 -4.704
H -3.151 0.524 -3.855
C -2.372 -1.117 0.005
O -2.920 -1.676 1.177
H -1.810 -0.208 0.232
H -3.023 -0.915 -0.894
H -1.580 -1.817 -0.332
H -2.264 -1.458 1.890
C 0.150 2.624 -3.362
O -0.745 3.644 -3.084
H 0.056 2.198 -4.393
H 0.115 1.810 -2.566
H 1.121 3.033 -3.410
H -0.378 4.368 -3.613
C 2.308 -3.440 2.524
O 1.649 -2.882 3.624
H 3.372 -3.533 2.832
H 2.376 -2.891 1.576
H 1.902 -4.449 2.388
H 2.260 -2.982 4.392
C 4.599 0.412 2.227
O 3.313 -0.134 2.080
H 4.647 1.227 2.896
H 4.943 0.712 1.264
H 5.387 -0.275 2.615
H 2.942 0.047 2.944
C -2.152 3.042 -0.251
O -3.193 2.256 -0.666
H -2.351 3.987 -0.652
H -1.275 2.637 -0.702
H -1.846 3.058 0.758
H -3.465 1.822 0.137

***

No. 2
100
Properties=species:S:1:pos:R:3 method="wB97M-V/def2-TZVPD" total_charge=0 e_homo_ha=-0.185 gap_ev=1.00
C 1.355 -4.456 1.508
C 0.181 -4.044 0.815
C -0.989 -3.186 0.046
C -0.624 -1.603 -0.189
C -1.718 -0.374 0.097
C -3.272 -0.661 0.641
C -4.382 -0.524 -0.573
N -4.224 -1.056 -1.845
C -1.346 1.237 -0.104
I -2.745 2.897 0.252
C 0.167 1.655 -0.632
C 0.662 3.224 -0.852
N 0.873 3.785 0.556
C 0.629 5.277 0.615
C 1.207 0.425 -0.933
C 0.866 -1.164 -0.714
C 2.211 -2.022 -1.090
O 2.412 -3.308 -1.392
N 3.295 -0.930 -0.966
O 4.450 -1.199 -1.630
C 5.479 -1.521 -0.627
C 6.052 -0.172 0.156
C 6.148 1.152 -0.822
O 5.166 0.219 1.296
C 2.750 0.382 -1.488
O 3.273 1.336 -2.262
H 2.432 -4.849 1.836
H -1.982 -3.330 0.682
H -1.214 -3.647 -1.013
H -3.358 -1.701 1.185
H -3.492 0.163 1.475
H -5.396 0.064 -0.386
H -3.303 -1.557 -1.876
H -0.119 3.819 -1.489
H 1.680 3.258 -1.442
H 1.799 3.507 0.949
H 0.723 5.594 1.761
H -0.471 5.586 0.291
H 1.418 5.919 0.024
H 5.014 -2.219 0.207
H 6.358 -2.101 -1.182
H 7.142 -0.327 0.598
H 5.990 0.884 -1.974
H 5.201 1.824 -0.544
H 7.086 1.827 -0.638
H 5.484 -0.300 2.114
O -3.387 8.817 2.346
C -2.338 8.026 2.613
C -1.054 8.561 1.821
O -0.009 7.761 2.075
H -2.433 6.960 2.340
H -2.024 7.949 3.669
H -0.952 9.624 2.105
H -1.370 8.652 0.766
Cs 6.704 -3.262 0.317
Al -6.796 0.747 0.513
C -1.635 -4.533 -4.056
Cl -2.903 -3.577 -3.269
Cl -1.260 -3.871 -5.656
Cl -0.179 -4.585 -3.048
H -2.002 -5.554 -4.183
Br -6.096 2.805 -1.490
C 1.575 -8.223 -3.532
C 0.082 -8.151 -3.550
O -0.284 -9.202 -4.424
C 0.747 -10.097 -4.422
O 0.699 -11.204 -4.932
O 1.837 -9.593 -3.773
H 1.995 -7.911 -2.572
H 2.032 -7.630 -4.331
H -0.358 -8.341 -2.566
H -0.284 -7.191 -3.924
C 3.690 6.677 3.414
Br 4.668 8.154 2.610
Br 4.399 4.952 2.861
Br 3.602 6.836 5.351
H 2.662 6.734 3.042
N 7.992 -8.065 5.979
S 7.207 -6.798 5.482
O 7.676 -6.153 4.260
O 6.634 -5.916 6.491
F 5.877 -7.508 4.937
S 9.419 -7.684 6.518
O 10.311 -8.831 6.685
O 9.513 -6.695 7.585
F 10.109 -6.935 5.290
C -9.531 5.879 0.431
C -10.394 4.944 -0.361
O -11.270 4.229 0.082
N -10.190 4.760 -1.746
C -11.053 5.642 -2.563
H -10.160 6.479 1.093
H -8.812 5.301 1.015
H -8.990 6.553 -0.239
H -9.205 4.904 -1.977
H -10.494 3.792 -1.904
H -10.743 5.528 -3.604
H -10.911 6.676 -2.238
H -12.093 5.327 -2.440
Cl 0.907 -3.548 -5.330

***

No. 3
108
Properties=species:S:1:pos:R:3 method="wB97M-V/def2-TZVPD" total_charge=0 e_homo_ha=-0.411 e_above_lowest_ev=1.271 gap_ev=11.44 smiles=CCCC#N.CCCC#N.CCCC#N.CCCC#N.CCCC#N.CCCC#N.CCCC#N.CCCC#N.CCCC#N
C -4.712 0.472 -1.154
C -4.391 -0.169 0.193
C -4.225 -1.696 0.148
C -5.115 -2.371 -0.799
N -5.833 -2.908 -1.514
H -3.835 0.392 -1.804
H -4.923 1.536 -1.070
H -5.537 -0.050 -1.638
H -5.042 0.162 1.005
H -3.425 0.237 0.516
H -4.370 -2.151 1.127
H -3.204 -1.924 -0.175
C 6.201 3.132 0.879
C 5.169 2.775 1.948
C 3.876 2.199 1.368
C 3.171 3.057 0.426
N 2.556 3.733 -0.271
H 6.617 2.225 0.427
H 7.053 3.659 1.306
H 5.739 3.690 0.064
H 4.913 3.671 2.519
H 5.603 2.067 2.653
H 3.208 2.095 2.227
H 4.014 1.205 0.942
C -0.906 -2.581 4.276
C 0.158 -1.503 4.393
C 1.141 -1.584 3.221
C 2.385 -0.835 3.395
N 3.343 -0.209 3.467
H -1.661 -2.435 5.057
H -0.524 -3.583 4.484
H -1.446 -2.581 3.328
H 0.733 -1.708 5.299
H -0.298 -0.517 4.463
H 0.665 -1.267 2.290
H 1.444 -2.625 3.071
C 5.095 -3.130 -1.680
C 5.121 -4.655 -1.536
C 4.279 -5.349 -2.602
C 4.058 -6.757 -2.275
N 3.911 -7.861 -1.995
H 5.507 -2.597 -0.825
H 4.099 -2.719 -1.861
H 5.705 -2.859 -2.547
H 4.739 -4.924 -0.550
H 6.180 -4.913 -1.581
H 4.680 -5.295 -3.617
H 3.328 -4.811 -2.663
C -3.780 0.419 7.781
C -4.743 0.528 6.610
C -4.235 0.015 5.264
C -3.157 0.857 4.735
N -2.324 1.499 4.276
H -4.290 0.669 8.709
H -2.934 1.100 7.672
H -3.367 -0.591 7.839
H -4.979 1.582 6.408
H -5.730 0.143 6.872
H -5.053 0.078 4.545
H -3.842 -1.002 5.316
C -4.150 2.982 -7.265
C -3.440 1.911 -6.451
C -2.119 2.379 -5.828
C -1.383 1.291 -5.184
N -0.787 0.458 -4.660
H -5.025 2.559 -7.762
H -3.498 3.388 -8.039
H -4.557 3.770 -6.630
H -3.190 1.037 -7.055
H -4.137 1.600 -5.669
H -2.282 3.178 -5.104
H -1.453 2.731 -6.621
C 0.562 -5.897 0.848
C 1.890 -5.404 0.292
C 1.910 -3.888 0.062
C 0.680 -3.261 -0.412
N -0.305 -2.813 -0.801
H 0.348 -5.352 1.775
H 0.620 -6.933 1.182
H -0.233 -5.756 0.121
H 2.115 -5.913 -0.646
H 2.718 -5.571 0.981
H 2.880 -3.518 -0.258
H 1.873 -3.409 1.061
C -1.052 6.245 -3.412
C 0.151 6.313 -2.488
C 1.065 5.088 -2.560
C 1.240 4.641 -3.960
N 1.369 4.318 -5.055
H -0.798 6.568 -4.426
H -1.841 6.935 -3.107
H -1.501 5.260 -3.568
H -0.123 6.484 -1.447
H 0.732 7.185 -2.799
H 0.614 4.224 -2.071
H 2.076 5.229 -2.195
C -0.264 1.417 1.300
C -0.576 0.622 0.026
C 0.526 0.580 -1.020
C 1.650 -0.278 -0.688
N 2.565 -0.861 -0.334
H -1.173 1.589 1.869
H 0.085 2.421 1.028
H 0.573 0.952 1.821
H -1.496 0.995 -0.425
H -0.782 -0.398 0.370
H 0.941 1.587 -1.151
H 0.167 0.273 -2.007

***

No. 4
46
Properties=species:S:1:pos:R:3 method="wB97M-V/def2-TZVPD" total_charge=0 e_homo_ha=-0.272 e_above_lowest_ev=1.987 gap_ev=8.06 smiles="COc1ccc(N2CCN(C(=O)CSc3ccccc3)CC2)cc1"
C 1.560 -2.088 -5.011
O 0.645 -2.559 -4.056
C 0.822 -2.187 -2.751
C -0.108 -2.680 -1.839
C -0.034 -2.360 -0.501
C 0.984 -1.534 -0.012
N 1.128 -1.210 1.330
C 1.620 0.115 1.674
C 0.888 0.677 2.897
N -0.537 0.458 2.762
C -1.366 1.522 2.778
O -0.970 2.654 2.991
C -2.834 1.260 2.511
S -3.129 0.731 0.778
C -1.889 1.671 -0.089
C -1.104 1.010 -1.023
C -0.122 1.707 -1.703
C 0.079 3.053 -1.447
C -0.722 3.709 -0.527
C -1.718 3.026 0.147
C -0.956 -0.921 2.596
C 0.282 -1.790 2.340
C 1.918 -1.058 -0.933
C 1.841 -1.370 -2.278
H 2.578 -2.433 -4.799
H 1.233 -2.501 -5.964
H 1.554 -0.994 -5.072
H -0.901 -3.312 -2.207
H -0.796 -2.753 0.154
H 2.697 0.082 1.890
H 1.456 0.790 0.826
H 1.046 1.754 2.965
H 1.249 0.215 3.821
H -3.231 0.456 3.129
H -3.391 2.178 2.699
H -1.260 -0.041 -1.210
H 0.492 1.188 -2.423
H 0.856 3.593 -1.968
H -0.576 4.761 -0.331
H -2.342 3.544 0.858
H -1.634 -0.998 1.740
H -1.482 -1.271 3.494
H 0.868 -1.889 3.260
H -0.020 -2.793 2.041
H 2.735 -0.439 -0.596
H 2.592 -0.973 -2.944